ORCA calculation (ωB97M-V/def2-TZVPD) on a molecular structure, C21H24Br36F4NO4P in a non-equilibrium geometry.

Last column: Mulliken charge in e.
Positions of all 91 atoms, in Å:
C 0.956 -0.702 -2.639  -0.847
C 0.218 0.369 -3.253  0.065
C -0.972 1.195 -2.558  -0.557
C -2.371 0.404 -2.504  1.181
O -2.144 -1.049 -2.382  -0.371
C -2.395 -1.819 -3.555  0.449
O -2.398 -3.050 -3.728  -0.613
C -2.732 -0.650 -4.636  -0.730
C -3.398 0.530 -3.741  0.313
C -4.931 0.259 -3.319  0.775
F -5.803 1.401 -3.530  -0.419
F -5.089 -0.063 -1.921  -0.272
C -5.634 -0.960 -4.117  0.116
F -5.457 -2.182 -3.420  -0.231
F -7.053 -0.685 -4.061  -0.285
P -3.387 2.144 -4.764  1.264
N -1.959 2.431 -5.461  -0.871
O -3.670 3.496 -3.736  -0.332
O -4.508 2.088 -6.075  -0.554
H 0.741 -1.799 -2.935  0.111
H 1.802 -0.556 -1.863  0.076
H 0.453 0.651 -4.344  0.351
H -1.096 2.253 -3.008  0.329
H -0.665 1.385 -1.458  0.341
H -2.743 0.644 -1.451  -1.110
H -1.667 -0.445 -5.039  0.410
H -3.270 -0.962 -5.594  0.357
H -5.378 -1.003 -5.223  0.239
H -1.322 1.653 -5.235  0.265
H -4.127 3.206 -2.901  0.047
H -4.034 1.547 -6.755  0.344
C 2.368 -0.010 1.800  -0.421
Br 1.863 -1.140 3.296  -0.060
Br 4.264 -0.121 1.418  0.003
Br 1.296 -0.376 0.221  0.142
H 2.162 1.018 2.094  0.438
C -8.017 -1.843 -0.311  0.810
Br -9.787 -1.205 -0.782  -0.015
Br -7.497 -1.273 1.470  -0.016
Br -7.862 -3.764 -0.525  -0.024
H -7.317 -1.387 -1.009  -0.759
C -4.393 1.142 1.322  0.070
Br -2.626 0.413 1.656  -0.010
Br -5.199 1.860 2.930  -0.026
Br -4.379 2.448 -0.110  0.144
H -5.022 0.316 0.993  -0.085
C 4.602 -3.719 4.274  0.014
Br 5.330 -5.119 3.144  -0.031
Br 4.081 -4.393 6.016  -0.027
Br 5.809 -2.209 4.416  -0.010
H 3.696 -3.358 3.788  0.025
C 5.930 2.303 -1.887  -0.339
Br 7.368 1.902 -0.650  0.018
Br 4.574 0.917 -1.888  -0.005
Br 5.168 4.057 -1.563  -0.025
H 6.364 2.324 -2.885  0.373
C -7.060 5.685 -1.317  -0.342
Br -8.956 5.622 -0.914  -0.045
Br -5.993 5.974 0.276  -0.050
Br -6.481 4.114 -2.300  0.113
H -6.900 6.543 -1.967  0.392
C -1.214 6.422 -5.059  0.001
Br 0.549 5.689 -4.723  -0.013
Br -2.010 7.145 -3.447  -0.029
Br -1.193 7.719 -6.500  -0.036
H -1.846 5.596 -5.382  0.017
C 3.294 -8.502 3.245  -0.255
Br 4.012 -8.261 5.029  0.063
Br 3.432 -10.345 2.654  -0.034
Br 1.479 -7.833 3.102  -0.008
H 3.907 -7.905 2.571  0.229
C 10.433 4.257 1.492  -0.302
Br 8.666 4.899 1.015  -0.012
Br 10.947 4.818 3.276  -0.023
Br 10.591 2.336 1.267  -0.061
H 11.136 4.717 0.799  0.373
C 8.118 -6.246 7.287  0.519
Br 8.314 -5.903 5.388  0.025
Br 7.246 -4.772 8.199  -0.016
Br 7.225 -7.934 7.626  -0.006
H 9.123 -6.328 7.702  -0.480
C -9.083 6.241 3.234  -0.137
Br -8.853 4.318 3.326  0.039
Br -10.911 6.767 3.610  -0.028
Br -7.816 7.173 4.369  -0.017
H -8.870 6.538 2.208  0.128
C 12.107 -7.421 8.429  -0.373
Br 12.304 -7.079 6.530  0.004
Br 11.234 -5.948 9.341  -0.024
Br 11.215 -9.110 8.768  0.009
H 13.110 -7.502 8.843  0.354

Values from the calculation:
Lowest unoccupied orbital energy = -1.181 eV
F_max = 0.10055 hartree/bohr
Charge = 0
Multiplicity = 1
Highest occupied orbital energy = -8.25 eV
Gap between HOMO and LUMO = 7.1 eV


ORCA calculation (ωB97M-V/def2-TZVPD) on a molecular structure, C21H24Br43NO5 in a non-equilibrium geometry.

Last column: Mulliken charge in e.
Positions of all 94 atoms, in Å:
O 0.652 -3.987 0.596  -0.308
N 0.175 -4.240 -0.429  0.143
O -1.001 -3.443 -0.648  -0.160
C -0.867 -2.769 -1.907  -0.798
C -1.785 -1.555 -1.998  0.615
O -0.871 -0.425 -1.904  -0.607
C -1.166 0.337 -0.820  0.742
O -0.945 1.490 -0.635  -0.593
O -1.791 -0.519 0.055  -0.188
C -2.699 -1.191 -0.811  -0.763
C -3.647 -2.196 -0.196  -0.189
C -4.612 -2.724 -1.263  -0.508
C -6.076 -2.827 -0.839  -0.397
Br -6.353 -3.303 1.013  -0.161
H 0.173 -2.486 -2.045  0.301
H -1.107 -3.470 -2.711  0.353
H -2.410 -1.528 -2.884  0.470
H -3.371 -0.389 -1.151  0.544
H -4.154 -1.689 0.623  0.517
H -3.093 -3.011 0.255  0.133
H -4.590 -2.022 -2.103  0.235
H -4.242 -3.670 -1.653  0.100
H -6.604 -1.917 -1.107  0.438
H -6.545 -3.619 -1.416  0.022
C -7.514 -6.829 -2.813  -0.134
Br -5.663 -6.299 -2.728  0.021
Br -7.777 -8.602 -2.134  0.012
Br -8.673 -5.567 -1.952  0.036
H -7.791 -6.849 -3.858  0.117
C 0.391 3.210 -4.273  -0.380
Br 1.437 2.417 -5.689  -0.061
Br -0.386 1.884 -3.112  0.159
Br 1.425 4.490 -3.274  -0.046
H -0.413 3.754 -4.746  0.346
C 3.409 -3.799 0.289  -0.163
Br 3.930 -2.000 0.722  0.080
Br 2.864 -3.948 -1.550  -0.047
Br 4.788 -5.064 0.727  -0.033
H 2.548 -4.038 0.896  0.247
C 6.668 0.834 2.524  -0.281
Br 5.807 1.715 1.044  -0.002
Br 8.578 0.802 2.325  0.047
Br 6.131 1.611 4.199  -0.026
H 6.328 -0.191 2.531  0.263
C -0.228 1.770 2.875  0.015
Br -1.289 3.301 3.347  -0.028
Br 1.559 1.881 3.573  0.011
Br -1.075 0.120 3.384  0.065
H -0.146 1.762 1.797  -0.083
C 8.848 5.330 2.938  -0.246
Br 9.913 4.500 4.307  -0.009
Br 8.977 4.390 1.265  -0.012
Br 7.016 5.539 3.493  0.000
H 9.247 6.322 2.781  0.284
C -10.382 -2.423 0.956  0.199
Br -11.393 -3.691 -0.076  -0.001
Br -11.249 -0.709 1.035  -0.014
Br -9.965 -3.099 2.700  -0.001
H -9.441 -2.281 0.444  -0.215
C -6.724 -10.663 -5.391  -0.282
Br -8.370 -11.652 -5.355  -0.004
Br -5.435 -11.454 -6.574  -0.025
Br -7.027 -8.812 -5.815  -0.006
H -6.309 -10.693 -4.393  0.321
C -2.369 -3.359 4.712  -0.335
Br -3.820 -2.125 4.971  -0.028
Br -2.847 -5.142 5.251  -0.061
Br -1.724 -3.314 2.901  0.016
H -1.557 -3.039 5.348  0.368
C -12.252 -6.691 -4.332  -0.331
Br -12.303 -4.793 -4.632  -0.014
Br -10.755 -7.515 -5.223  0.032
Br -12.253 -7.109 -2.459  -0.031
H -13.151 -7.109 -4.759  0.348
C 7.665 8.641 5.644  -0.126
Br 6.761 9.573 4.229  0.036
Br 9.570 8.633 5.373  -0.040
Br 7.190 9.329 7.374  -0.035
H 7.338 7.612 5.604  0.149
C 12.318 0.131 4.144  -0.298
Br 12.176 1.338 2.655  -0.032
Br 11.621 -1.608 3.714  -0.007
Br 14.121 0.033 4.804  -0.046
H 11.707 0.532 4.939  0.348
C 7.514 9.860 -0.065  -0.361
Br 7.588 8.081 0.657  0.073
Br 8.268 9.947 -1.831  -0.039
Br 5.728 10.568 -0.012  0.001
H 8.122 10.487 0.570  0.355
C 6.222 14.284 -2.548  -0.319
Br 4.506 14.824 -1.871  -0.009
Br 7.559 14.270 -1.164  -0.016
Br 6.127 12.591 -3.448  -0.011
H 6.525 15.020 -3.277  0.347

Values from the calculation:
Lowest unoccupied orbital energy = -0.841 eV
F_max = 0.04312 hartree/bohr
Charge = 0
Multiplicity = 1
Highest occupied orbital energy = -9.70 eV
Gap between HOMO and LUMO = 8.9 eV